Entry from the OMol25 dataset: C32H23ClF3N2O10PSTa as an isolated structure (the ωB97M-V functional and the def2-TZVPD basis).

Each line ends with the Mulliken charge.
CARTESIAN COORDINATES (ANGSTROEM)
O  -1.48  3.97  -1.37  -0.647
H  -1.67  1.92  4.14  0.638
H  -1.22  -2.29  5.58  0.485
H  -4.76  3.84  -3.31  0.454
C  0.20  -2.66  2.52  0.440
H  -5.40  2.45  -1.33  0.465
C  0.91  -1.77  -1.08  0.252
C  2.77  -1.48  2.34  0.953
C  -3.37  -0.44  2.42  -0.758
O  1.99  0.73  -1.03  0.465
C  1.55  -2.59  -0.14  -0.425
C  -0.16  -2.07  3.73  -0.193
H  4.64  -2.97  4.74  0.425
H  1.84  -3.57  -3.82  0.461
C  3.28  1.92  -2.67  0.703
F  2.90  3.19  -2.82  -0.241
C  4.84  -0.29  2.68  -0.915
H  3.36  0.31  1.28  0.136
H  -3.98  -2.77  -0.35  0.427
H  0.21  -1.08  3.99  0.530
H  -4.28  -1.02  2.39  0.638
N  -1.26  0.02  1.42  0.641
F  4.56  1.82  -3.00  -0.252
C  -3.14  0.51  3.41  -1.023
H  6.15  -1.09  4.18  0.413
O  1.05  1.19  1.35  -0.675
O  -0.93  2.07  -0.09  -0.680
P  1.26  -1.73  1.39  1.818
C  2.37  -4.08  -1.81  -0.794
H  5.49  0.54  2.44  0.492
C  3.15  -2.40  3.33  -0.688
Cl  -0.37  3.16  -1.01  1.945
H  2.49  -3.22  3.58  0.450
C  -4.15  3.02  -2.98  -0.525
H  -3.94  0.58  -0.63  0.332
C  -1.04  0.91  2.39  0.818
H  -1.34  -5.65  2.92  0.438
H  -3.89  0.70  4.17  0.500
C  2.28  -3.73  -0.47  -0.425
H  0.03  -4.41  1.28  0.431
C  -0.23  -3.95  2.23  -0.561
C  -2.99  2.73  -3.65  -0.431
C  3.08  1.48  -1.20  0.294
F  2.56  1.16  -3.51  -0.222
H  -2.62  3.28  -4.50  0.434
O  0.64  3.88  -0.33  -0.619
C  -1.02  -4.64  3.14  -0.776
C  -0.95  -2.75  4.64  -0.828
C  -3.68  1.20  -1.47  0.019
H  2.79  -4.31  0.29  0.567
C  0.31  1.61  2.36  0.070
O  -3.90  -1.96  0.18  -0.456
C  -2.41  -0.67  1.45  0.703
H  -1.33  1.54  -3.68  0.240
C  -1.94  1.19  3.40  -0.893
N  -2.23  1.70  -3.23  0.155
C  4.36  -2.26  3.98  -0.722
C  -4.49  2.24  -1.88  -0.623
C  1.74  -3.29  -2.78  -0.862
H  0.59  -1.56  -3.22  0.490
C  -2.50  0.93  -2.16  0.441
H  -1.99  -4.58  5.05  0.422
O  0.63  2.39  3.21  -0.655
O  -1.75  -2.61  0.22  -0.355
C  5.20  -1.20  3.66  -0.519
O  0.17  2.40  -2.12  -0.692
S  -1.43  -0.43  -1.84  -0.593
Ta  0.36  0.18  -0.21  1.150
C  -1.38  -4.04  4.34  -0.638
C  1.03  -2.16  -2.43  -0.396
H  2.93  -4.95  -2.11  0.451
O  3.86  1.77  -0.35  -0.468
C  3.63  -0.42  2.02  -0.287
C  -2.60  -1.82  0.50  -0.344

Results
E_tot in eV: -99354.7226
E_HOMO in eV: -11.6
Orbital gap in eV: 7.7345
Net charge: +1
LUMO in eV: -3.82